C44H39F2N2O3TeZn as an isolated structure, computed with wB97M-V/def2-TZVPD.

Last column: Löwdin charge in e.
CARTESIAN COORDINATES (ANGSTROEM)
Zn  0.35353  0.48996  -0.70399  0.8633
F  -4.85160  1.89900  -0.67507  0.0084
C  -3.90007  1.21357  0.08904  -0.2992
C  -2.45955  1.37197  -0.49886  -0.0897
C  -1.67555  0.15510  -0.90096  -0.2498
C  -2.57335  -1.77286  0.56540  -0.1520
C  -3.93869  -1.36748  0.53948  -0.2258
F  -4.81585  -2.39621  0.71298  0.0417
C  -4.49740  -0.14326  0.37446  0.0561
C  -1.93078  -2.99216  0.24029  -0.2594
C  -2.56237  -4.25492  0.14340  -0.0262
C  -1.79791  -5.35485  -0.16773  -0.1035
C  -0.42475  -5.22642  -0.38317  -0.1086
C  0.11419  -3.95670  -0.26917  -0.1548
N  -0.59574  -2.87298  0.03100  0.1039
H  -2.42698  2.22757  -1.17483  0.1632
H  -5.57405  -0.10250  0.49847  0.1136
H  -3.62626  -4.34209  0.30603  0.0958
H  -2.27038  -6.32784  -0.24516  0.0960
H  0.19557  -6.07846  -0.62489  0.0827
H  1.17342  -3.77609  -0.43039  0.1025
C  -4.99252  4.02983  1.56944  -0.0522
C  -3.59772  3.53222  1.32001  -0.2379
C  -2.54996  4.35190  1.18428  0.0193
C  -1.14047  3.97825  0.98563  -0.0848
C  -0.20525  5.06748  0.78217  -0.3419
O  -0.55950  6.24394  0.75350  0.0435
C  1.27176  4.80944  0.62016  -0.1555
C  1.89495  5.17212  -0.56670  -0.0304
C  3.27124  5.04785  -0.70410  -0.0987
C  4.03475  4.57115  0.35281  -0.1141
C  3.41312  4.20764  1.54077  -0.0889
C  2.03742  4.32289  1.67128  -0.0338
C  -0.81271  2.63422  0.89414  -0.2783
O  0.31982  2.09531  0.62227  -0.0743
C  -1.96273  1.67359  0.93613  -0.2023
C  -3.41977  2.04155  1.33923  -0.0842
C  -1.70271  0.26828  1.41550  -0.0676
N  -1.80243  -0.56434  0.42876  0.0601
C  -2.21444  -0.57314  -2.12185  -0.2347
C  -1.31094  -0.35595  -3.34759  -0.5153
Te  -2.37453  0.07430  -5.15639  1.2150
C  -2.93349  1.95245  -4.36730  -0.5762
C  -1.94345  2.87958  -4.04498  -0.1574
C  -2.27668  4.07014  -3.41234  -0.0889
C  -3.60461  4.35193  -3.11773  -0.0879
C  -4.59456  3.44066  -3.45475  -0.0948
C  -4.26204  2.23770  -4.06782  -0.1508
C  -1.46613  -0.08471  2.81242  -0.1010
C  -1.58165  0.91198  3.78119  0.0002
C  -1.28484  0.63765  5.10716  -0.0723
C  -0.85644  -0.63029  5.47150  -0.0846
C  -0.70093  -1.61702  4.50334  -0.0663
C  -0.99741  -1.34927  3.17880  0.0146
H  -5.03027  5.11924  1.52755  0.0743
H  -5.34650  3.71373  2.55776  0.0775
H  -5.69159  3.62628  0.83368  0.0700
H  -2.72089  5.42302  1.21679  0.1127
H  1.29630  5.56307  -1.38156  0.1142
H  3.74672  5.32511  -1.63736  0.0992
H  5.10814  4.47178  0.24790  0.0970
H  4.00059  3.82086  2.36511  0.1003
H  1.54902  4.01880  2.59002  0.1219
H  -3.79929  1.61935  2.27447  0.1496
H  -3.22697  -0.21474  -2.32796  0.0917
H  -2.29580  -1.64387  -1.92923  0.1101
H  -0.65993  -1.21299  -3.52382  0.0491
H  -0.67335  0.51796  -3.21919  0.0102
H  -0.90496  2.66713  -4.27178  0.0937
H  -1.49844  4.77135  -3.13687  0.1029
H  -3.86137  5.27157  -2.60706  0.1041
H  -5.62741  3.64352  -3.20010  0.1030
H  -5.03276  1.50870  -4.28386  0.0901
H  -1.89389  1.90977  3.49476  0.1222
H  -1.38284  1.41715  5.85188  0.1026
H  -0.62656  -0.84737  6.50759  0.0992
H  -0.33346  -2.59718  4.77891  0.1038
H  -0.83570  -2.10072  2.41776  0.1034
C  3.30493  1.53976  -1.33413  -0.0512
C  3.19032  0.22183  -0.56272  -0.7491
C  3.33471  0.49803  0.93722  -0.0445
C  4.28488  -0.73935  -1.01853  -0.0548
O  1.95682  -0.39780  -0.82909  -0.3038
H  4.27240  2.02574  -1.18080  0.0765
H  2.52964  2.23702  -0.99767  0.0591
H  3.16972  1.34906  -2.40259  0.0823
H  4.28512  0.99273  1.16309  0.0780
H  3.28670  -0.44417  1.48942  0.0798
H  2.52087  1.14257  1.27836  0.0588
H  5.28179  -0.31477  -0.86567  0.0763
H  4.15480  -0.96525  -2.07943  0.0777
H  4.21014  -1.67329  -0.45672  0.0764

Force components x, y, z for each atom (eV/Å):
Zn -0.196 -0.195 0.134
F -0.014 0.038 -0.055
C 0.032 -0.026 0.000
C -0.086 -0.077 -0.003
C 0.276 0.055 -0.044
C 0.108 0.117 0.066
C 0.068 -0.004 -0.040
F -0.060 0.006 -0.010
C -0.008 0.043 0.012
C 0.081 0.038 -0.051
C -0.001 -0.082 -0.029
C -0.078 0.017 0.017
C 0.055 0.022 0.010
C -0.090 0.072 -0.001
N 0.058 -0.044 0.027
H 0.041 0.017 0.051
H 0.018 -0.016 0.021
H 0.015 -0.008 0.018
H -0.007 0.007 -0.004
H 0.009 0.018 -0.010
H -0.007 -0.034 -0.001
C 0.005 0.008 -0.010
C -0.022 -0.030 0.000
C 0.085 -0.003 0.015
C 0.000 -0.068 0.086
C 0.068 0.002 0.105
O -0.056 0.036 -0.124
C -0.043 -0.041 -0.009
C 0.058 0.065 -0.013
C -0.017 0.016 0.042
C -0.057 0.032 0.002
C 0.004 0.010 -0.010
C 0.007 -0.078 0.005
C -0.014 0.156 0.054
O -0.043 -0.073 -0.067
C 0.006 0.012 -0.054
C 0.027 0.012 -0.091
C 0.122 0.121 0.101
N -0.306 -0.203 -0.111
C 0.037 -0.026 0.038
C -0.047 -0.093 0.090
Te 0.003 0.004 -0.018
C -0.018 0.002 0.021
C -0.044 0.046 0.030
C 0.005 -0.051 -0.013
C -0.029 -0.024 0.008
C 0.024 -0.013 0.034
C 0.082 0.047 0.023
C -0.051 0.052 -0.029
C 0.003 0.070 0.034
C -0.015 0.005 -0.006
C 0.002 -0.020 -0.035
C -0.013 0.036 -0.002
C 0.029 -0.043 -0.028
H 0.004 -0.015 0.009
H -0.005 -0.002 -0.020
H 0.009 0.016 0.009
H -0.002 -0.021 -0.012
H 0.011 0.002 0.026
H 0.000 -0.016 0.007
H 0.002 -0.001 0.000
H -0.006 0.011 -0.016
H 0.001 0.000 -0.019
H 0.014 -0.010 0.020
H -0.040 -0.056 -0.033
H -0.009 0.026 0.015
H 0.003 0.051 -0.040
H 0.009 -0.016 0.011
H -0.013 -0.004 -0.018
H -0.007 0.001 -0.005
H 0.003 -0.016 -0.003
H 0.017 -0.002 -0.006
H 0.003 0.008 0.005
H 0.004 -0.033 0.028
H 0.003 -0.009 -0.007
H 0.005 0.005 -0.014
H -0.006 0.008 0.005
H -0.012 0.014 0.009
C -0.066 -0.030 -0.018
C -0.061 0.056 0.023
C -0.022 -0.026 0.030
C 0.059 -0.037 -0.023
O 0.061 0.186 -0.116
H -0.025 -0.017 -0.009
H 0.038 -0.008 0.000
H 0.010 0.004 0.012
H -0.021 -0.021 0.005
H -0.006 0.019 -0.013
H 0.043 0.009 -0.018
H -0.019 -0.021 0.001
H 0.015 0.003 0.026
H -0.001 0.016 -0.030

Summary:
* frontier orbital gap: 5.65 eV
* energy above the lowest of the compared OMol25 structures with the same formula, charge and spin: 357.5 kJ/mol
* total charge: -1